The following is a quantum chemistry calculation of a molecular structure, C32H26GeN2SeV, from OMol25.

```
63
Properties=species:S:1:pos:R:3:forces:R:3:mulliken_spin:R:1
V 0.806 -0.386 1.988 0.736 -0.442 0.431 1.766
N -1.184 0.377 2.438 -0.092 0.124 0.073 -0.040
C -2.261 -0.478 2.087 -0.085 -0.093 -0.038 -0.028
C -3.272 0.022 1.274 0.019 -0.065 0.064 0.000
C -4.318 -0.784 0.855 -0.014 0.041 -0.007 0.001
C -4.360 -2.111 1.253 -0.044 0.017 -0.032 -0.002
C -3.355 -2.607 2.067 0.166 0.049 0.117 0.000
C -2.290 -1.820 2.512 -0.057 0.056 -0.064 -0.016
C -1.220 -2.424 3.360 -0.122 0.062 -0.124 -0.055
C -1.590 -3.406 4.285 0.101 -0.007 -0.007 -0.003
C -0.625 -4.069 5.026 -0.035 -0.033 0.035 0.009
C 0.714 -3.740 4.846 0.017 -0.073 0.075 -0.003
C 1.063 -2.737 3.954 0.071 0.068 -0.015 -0.075
C 0.123 -2.041 3.182 -0.024 0.239 -0.100 0.027
H -1.353 1.342 2.164 0.075 -0.056 -0.029 -0.002
H -1.000 0.426 3.442 -0.061 -0.051 -0.008 0.024
H -3.216 1.054 0.945 0.002 -0.005 0.005 0.000
H -5.082 -0.372 0.207 -0.009 -0.019 0.003 0.000
H -5.156 -2.766 0.920 -0.017 0.020 -0.017 0.000
H -3.364 -3.654 2.345 -0.010 -0.010 -0.004 0.000
H -2.637 -3.645 4.437 -0.017 0.003 0.005 -0.001
H -0.919 -4.823 5.748 0.021 -0.003 -0.001 0.002
H 1.482 -4.247 5.422 -0.020 -0.011 0.010 -0.001
H 2.111 -2.459 3.867 -0.028 -0.015 0.002 0.005
C 1.002 -0.985 0.109 -0.343 0.477 0.481 -0.097
Ge 1.064 0.307 -1.227 -0.020 0.288 -0.331 -0.077
C 2.232 1.880 -0.885 -0.012 -0.086 -0.038 -0.016
C 1.903 2.753 0.151 -0.024 0.045 0.141 0.005
C 2.754 3.779 0.540 -0.060 -0.004 0.025 0.011
C 3.958 3.967 -0.122 0.037 0.033 0.016 -0.001
C 4.305 3.112 -1.159 0.059 0.028 -0.021 0.001
C 3.453 2.079 -1.527 0.042 -0.007 -0.075 0.006
C 1.576 -0.330 -3.055 -0.014 0.034 0.052 -0.002
C 1.568 -1.696 -3.331 0.026 0.007 0.096 -0.005
C 1.844 -2.184 -4.601 0.032 0.022 -0.115 0.000
C 2.139 -1.303 -5.634 0.009 -0.034 -0.032 0.000
C 2.153 0.064 -5.382 0.021 -0.056 -0.095 0.000
C 1.872 0.536 -4.109 -0.079 0.046 0.107 0.002
C -0.685 1.193 -1.660 -0.029 -0.210 0.051 0.024
C -0.852 2.530 -2.010 0.147 0.020 -0.002 -0.003
C -2.093 3.034 -2.374 -0.057 0.073 -0.031 0.000
C -3.200 2.197 -2.408 -0.081 -0.031 -0.009 0.000
C -3.056 0.860 -2.058 -0.054 0.045 -0.035 0.000
C -1.815 0.373 -1.677 0.042 0.032 0.013 -0.010
H 1.334 -1.966 -0.244 0.166 -0.035 0.200 0.021
H 0.985 2.623 0.718 -0.007 -0.037 -0.034 0.022
H 2.476 4.396 1.386 0.018 0.013 0.003 -0.002
H 4.633 4.758 0.186 -0.003 -0.002 -0.009 0.000
H 5.252 3.236 -1.674 0.009 0.018 0.008 0.000
H 3.760 1.408 -2.322 -0.012 -0.015 0.012 -0.001
H 1.341 -2.390 -2.529 -0.013 0.005 0.027 0.004
H 1.827 -3.253 -4.785 0.006 0.002 -0.022 0.000
H 2.355 -1.678 -6.629 -0.003 0.011 0.016 0.000
H 2.378 0.765 -6.180 0.002 -0.031 -0.007 0.000
H 1.876 1.607 -3.932 -0.011 0.004 0.006 0.000
H 0.005 3.196 -1.991 0.019 0.011 0.008 -0.001
H -2.197 4.084 -2.631 -0.011 -0.005 0.001 0.000
H -4.171 2.586 -2.694 0.008 0.004 -0.001 0.000
H -3.916 0.200 -2.062 -0.009 0.012 -0.008 0.000
H -1.713 -0.661 -1.357 0.020 -0.013 -0.003 0.001
Se 0.749 2.684 4.210 0.182 -0.316 -0.222 -0.091
C 1.439 1.173 3.275 -0.464 0.099 -0.557 -0.215
N 2.371 0.414 3.048 -0.109 -0.238 0.009 -0.185
```
Forces are in eV/Å.

## Properties
⟨S²⟩	1.1199
highest occupied orbital energy (alpha / beta)	-0.4779 / 0.3306	eV
orbital gap (alpha / beta)	5.100 / 4.292	eV
spin multiplicity	2
net charge	-2
molar mass	641.09	g/mol